Record 1
C13H22O3 | the ωB97M-V functional and the def2-TZVPD basis

The HOMO energy comes out at -0.372 hartree. As for the HOMO-LUMO gap: 10.96 eV. As for the net charge: 0. Its structure (SMILES) is CC(C)[C@@H]1CC[C@@H](C)C[C@@]12OC(=O)[C@@H](C)O2.

Geometry as XYZ:
```
38
Properties=species:S:1:pos:R:3:nbo_charge:R:1
O -0.772 -0.381 -3.789 -0.580
O -0.423 -0.881 -1.697 -0.458
O 0.260 1.153 -0.761 -0.525
C -0.262 -0.124 -2.693 0.747
C -1.065 2.357 -2.378 -0.624
C 3.941 -1.224 0.252 -0.599
C -2.665 0.082 2.316 -0.604
C -3.035 -0.025 -0.038 -0.601
C 0.061 1.301 -2.193 -0.014
C 1.863 -0.750 1.724 -0.395
C 1.598 -0.908 -0.713 -0.450
C 0.432 -0.248 1.843 -0.404
C 0.214 -0.234 -0.608 0.558
C 2.490 -0.522 0.332 -0.213
C -1.976 0.158 0.950 -0.225
C -0.602 -0.579 0.710 -0.223
H -0.775 3.226 -1.854 0.220
H -2.156 2.193 -2.043 0.230
H -1.172 2.676 -3.429 0.229
H 3.949 -2.089 -0.492 0.201
H 4.721 -0.571 -0.086 0.212
H 4.241 -1.537 1.169 0.205
H -2.728 -0.982 2.459 0.194
H -3.593 0.591 2.488 0.222
H -2.092 0.403 3.194 0.206
H -3.258 -1.092 0.050 0.200
H -2.778 0.169 -1.063 0.212
H -3.949 0.505 0.216 0.213
H 0.994 1.605 -2.598 0.205
H 2.401 -0.229 2.474 0.214
H 1.963 -1.820 1.884 0.195
H 2.128 -0.670 -1.627 0.214
H 1.539 -1.965 -0.803 0.218
H 0.014 -0.521 2.776 0.213
H 0.412 0.831 1.951 0.201
H 2.568 0.552 0.139 0.199
H -1.687 1.200 1.054 0.196
H -0.800 -1.646 0.885 0.212
```

***

Record 2
C6H6Cl2FeN2O3Pr | the ωB97M-V functional and the def2-TZVPD basis

The HOMO energy (alpha / beta) comes out at -0.806 / -0.819 hartree. As for the HOMO-LUMO gap (alpha / beta): 7.44 / 5.10 eV. As for the net charge: +4. The multiplicity is 8.

Geometry as XYZ:
```
21
Properties=species:S:1:pos:R:3:mulliken_spin:R:1
Pr 0.280 0.681 -6.819 2.032
Fe 0.432 -0.383 0.148 3.745
Cl -0.741 2.970 -6.714 -0.031
Cl 1.309 -0.347 -1.822 0.194
C -0.883 -1.774 0.325 -0.006
C -0.242 1.255 -9.082 -0.001
C 0.566 -1.012 -8.574 -0.005
O -1.501 -2.701 0.683 0.008
O -0.457 1.292 -10.221 0.002
O 0.571 -1.540 -9.605 0.002
C 1.066 -0.549 5.111 0.023
N 0.155 0.372 4.405 0.553
C -1.029 0.788 5.157 0.024
C 0.173 0.379 3.112 -0.029
N 0.408 0.262 1.949 0.307
H 0.789 -0.464 6.157 0.002
H 2.110 -0.265 4.941 0.032
H 0.920 -1.589 4.780 0.052
H -1.212 1.856 5.023 0.035
H -1.916 0.217 4.855 0.056
H -0.800 0.551 6.190 0.003
```

***

Relative energy (zero: lowest compared OMol25 entry of this formula, charge and spin) for every record listed, in sequence, given in eV: 1.4905, 0.3533.
Energy for every record listed, in sequence, given in eV: -19978.63802, -88895.72480.